# 1
Density functional theory data (the ωB97M-V functional and the def2-TZVPD basis) for a 2-piece molecular cluster, C2H4F3N2 overall.

CARTESIAN COORDINATES (ANGSTROEM)
C -0.744 0.064 -0.141
C 2.119 -0.036 0.000
N -1.080 -0.690 0.840
N -1.481 0.758 -0.912
F 2.152 0.517 1.211
F 2.612 0.601 -0.987
F 2.202 -1.321 -0.091
H -0.272 -0.925 1.529
H -1.985 -0.735 1.273
H -1.091 1.074 -1.756
H -2.433 0.694 -0.966

* LUMO (spin up / spin down): -4.110 / -7.608 eV
* HOMO energy (spin up / spin down): -12.115 / -17.152 eV
* frontier orbital gap (spin up / spin down): 0.2942 / 0.3507 hartree
* spin multiplicity: 3
* charge: +1
* energy relative to the best compared isomer or geometry (same formula, charge and spin): 0.000 eV

***

# 2
Density functional theory data (the ωB97M-V functional and the def2-TZVPD basis) for C17H13CdN5OS3 as an isolated structure.

CARTESIAN COORDINATES (ANGSTROEM)
Cd 0.984 -1.334 -1.876
S 3.591 -1.090 -1.512
C 3.243 0.134 -0.306
C 3.981 1.327 -0.315
C 3.776 2.351 0.601
C 4.574 3.552 0.525
N 5.222 4.501 0.454
C 2.796 2.196 1.588
C 2.056 1.021 1.619
C 2.233 -0.016 0.695
S 1.194 -1.424 0.798
C 2.519 3.238 2.547
N 2.267 4.062 3.311
H 4.736 1.450 -1.077
H 1.307 0.899 2.392
O 0.550 1.021 -1.881
N -0.634 1.430 -1.589
C -1.565 1.577 -2.544
C -2.852 1.954 -2.222
C -3.196 2.195 -0.904
C -2.219 2.045 0.058
C -0.943 1.657 -0.302
H -1.214 1.359 -3.538
H -3.580 2.047 -3.017
H -4.206 2.474 -0.633
H -2.433 2.220 1.104
H -0.126 1.496 0.386
C -2.027 -1.863 1.612
N -1.848 -3.012 0.736
C -1.363 -4.262 1.106
C -1.189 -4.974 -0.017
N -1.568 -4.143 -1.062
C -1.966 -2.928 -0.612
S -2.405 -1.601 -1.531
H -2.002 -2.207 2.643
H -2.983 -1.393 1.394
H -1.229 -1.140 1.447
H -1.181 -4.525 2.135
H -0.826 -5.975 -0.170
H -1.477 -4.318 -2.045

* LUMO (spin up / spin down): 2.492 / 2.321 eV
* HOMO energy (spin up / spin down): -2.614 / -4.214 eV
* frontier orbital gap (spin up / spin down): 0.1877 / 0.2402 hartree
* spin multiplicity: 2
* charge: -1
* energy relative to the best compared isomer or geometry (same formula, charge and spin): 0.000 eV

***

# 3
Density functional theory data (the ωB97M-V functional and the def2-TZVPD basis) for an isolated molecule of C12H15NOS.

CARTESIAN COORDINATES (ANGSTROEM)
C -0.550 1.144 -3.108
C 0.739 1.077 -3.412
C -1.031 0.652 -1.909
C 1.672 0.430 -2.623
C -0.110 0.109 -0.986
C 1.239 -0.011 -1.357
C 1.185 -0.693 0.836
C -0.245 -0.357 0.424
C -0.851 0.205 2.709
C -0.213 2.080 1.357
C -0.562 -3.302 0.798
C -0.886 0.726 1.309
N 1.951 -0.308 -0.221
O 1.524 -1.107 1.921
S -1.492 -1.721 0.551
H -1.343 1.628 -3.827
H 1.031 1.402 -4.346
H -2.096 0.660 -1.587
H 2.685 0.425 -2.930
H 0.154 0.167 3.177
H -1.312 -0.845 2.943
H -1.365 0.890 3.313
H 0.766 1.950 1.756
H -0.854 2.740 1.864
H -0.019 2.516 0.322
H -1.289 -4.097 0.843
H 0.274 -3.238 1.609
H -0.010 -3.724 -0.067
H -1.983 0.923 0.937
H 2.989 -0.319 -0.294

* LUMO: 0.769 eV
* HOMO energy: -8.272 eV
* structure (SMILES): CS[C@@]1(C(C)C)C(=O)Nc2ccccc21
* frontier orbital gap: 0.3322 hartree
* charge: 0
* energy relative to the best compared isomer or geometry (same formula, charge and spin): 1.258 eV

***

Number 1: calculated total energy -487.2853 hartree, strongest force on any atom 4.311 eV/Å. Number 2: calculated total energy -2366.9710 hartree, strongest force on any atom 0.596 eV/Å. Number 3: calculated total energy -994.4130 hartree, strongest force on any atom 5.240 eV/Å.